# 1
The following is a quantum chemistry calculation of a gas-phase ion, C8H11N4 (charge +1) in a non-equilibrium geometry, from the Open Molecules 2025 dataset.

```
23
Properties=species:S:1:pos:R:3
C -3.62 0.43 0.03
C -1.38 0.66 0.01
C 0.13 0.93 -0.02
C -1.79 -0.73 0.12
C 0.36 -1.49 0.16
C 0.66 2.26 -0.07
C 1.25 -2.63 0.07
C 2.35 0.01 0.04
N -3.13 -0.76 0.05
N -0.88 -1.76 0.14
N -2.56 1.40 -0.05
N 0.87 -0.19 0.10
H -4.67 0.59 0.05
H -0.18 2.99 -0.38
H 1.19 2.45 0.85
H 1.40 2.18 -0.91
H 2.07 -2.62 0.93
H 0.66 -3.61 0.29
H 1.71 -2.62 -0.97
H 2.63 0.62 -0.85
H 2.72 0.63 0.95
H 2.84 -0.93 0.02
H -2.62 2.20 -0.55
```

The calculation puts the energy above the lowest of the compared OMol25 structures with the same formula, charge and spin at 0.0 kcal per mole. The spin multiplicity is 3. For the HOMO energy (spin up / spin down), the calculation gives -10.2 / -14.2 eV. The charge is +1.

These are the Löwdin partial charges, in e, on atoms 1 to 2: atom 1 (C): -0.063, atom 2 (C): 0.039

---

# 2
The following is a quantum chemistry calculation of a molecular structure, C8H11N7PdS2, from the Open Molecules 2025 dataset.

```
29
Properties=species:S:1:pos:R:3
Pd 0.08 0.01 -0.27
C 0.83 4.57 1.37
N 0.29 3.60 2.32
C -0.01 4.01 3.69
C 0.07 2.35 1.90
N 0.33 1.95 0.68
N -0.44 1.48 2.84
C -0.78 0.15 2.75
N -1.26 -0.37 3.88
N -0.64 -0.54 1.66
H 0.94 5.53 1.87
H 0.16 4.72 0.52
H 1.82 4.27 1.02
H 0.24 5.06 3.80
H 0.59 3.46 4.41
H -1.07 3.91 3.92
H 0.70 2.66 0.07
H -0.60 1.89 3.75
H -1.37 0.16 4.73
H -1.54 -1.34 3.94
H -0.93 -1.50 1.76
S -0.93 0.54 -2.45
C 0.49 0.91 -3.34
C 0.32 1.60 -4.57
N 0.19 2.17 -5.56
C 1.78 0.56 -2.96
S 2.18 -0.31 -1.52
C 2.86 0.91 -3.82
N 3.73 1.21 -4.51
```

The spin multiplicity is 5. For the HOMO energy (spin up / spin down), the calculation gives -16.4 / -16.3 eV. The charge is +2.

These are the Löwdin partial charges, in e, on atoms 1 to 2: atom 1 (Pd): 0.643, atom 2 (C): -0.009

---

# 3
The following is a quantum chemistry calculation of a single C8H11NO2S molecule in a non-equilibrium geometry, from the Open Molecules 2025 dataset.

```
23
Properties=species:S:1:pos:R:3
C 1.07 0.30 3.01
C -0.20 0.66 2.67
C 1.71 -0.60 2.11
C -0.73 0.35 1.43
C 1.14 -1.06 0.98
C -0.10 -0.58 0.62
C 0.63 1.56 -2.63
C -2.02 -0.85 -0.85
N -0.64 -0.95 -0.59
O -0.27 -1.02 -3.03
O 1.14 0.59 -1.68
S 0.51 -1.07 -1.82
H 1.68 0.57 3.97
H -0.74 1.25 3.32
H 2.66 -1.01 2.41
H -1.73 0.75 1.07
H 1.64 -1.98 0.46
H -0.30 1.43 -3.08
H 0.46 2.52 -2.16
H 1.22 1.85 -3.52
H -2.34 -0.02 -1.46
H -2.31 -1.73 -1.38
H -2.48 -0.95 0.14
```

The calculation puts the energy above the lowest of the compared OMol25 structures with the same formula, charge and spin at 63.3 kcal per mole. For the HOMO energy, the calculation gives -8.4 eV. The charge is 0.

These are the Löwdin partial charges, in e, on atoms 1 to 2: atom 1 (C): -0.078, atom 2 (C): -0.098

---

# 4
The following is a quantum chemistry calculation of a single C8H11NO3 molecule in a non-equilibrium geometry, from the Open Molecules 2025 dataset.

```
23
Properties=species:S:1:pos:R:3
C -1.13 -0.35 -2.17
C 3.47 1.84 0.65
C 2.32 -2.53 0.62
C -0.36 -0.41 -1.04
C 2.63 0.89 0.33
C 1.82 -1.34 0.77
C -0.70 -0.46 0.40
C -3.96 0.85 0.80
N -1.78 -0.03 1.06
O 0.42 -1.12 1.13
O 2.73 -0.36 0.91
O -2.73 0.62 0.24
H -0.68 -0.15 -3.18
H -2.17 -0.22 -2.19
H 3.54 2.75 0.11
H 4.30 1.60 1.29
H 3.46 -2.70 0.45
H 1.67 -3.40 0.65
H 0.75 -0.30 -1.12
H 1.79 1.01 -0.20
H -4.08 0.35 1.74
H -4.69 0.40 0.13
H -4.30 1.86 0.97
```

The calculation puts the energy above the lowest of the compared OMol25 structures with the same formula, charge and spin at 120.3 kcal per mole. The spin multiplicity is 3. For the HOMO energy (spin up / spin down), the calculation gives -6.1 / -9.0 eV. The charge is 0.

These are the Löwdin partial charges, in e, on atoms 1 to 2: atom 1 (C): 0.004, atom 2 (C): 0.055

---

# 5
The following is a quantum chemistry calculation of 2 unconnected molecules or ions with the total composition C8H11NO4 in a non-equilibrium geometry, from the Open Molecules 2025 dataset.

```
24
Properties=species:S:1:pos:R:3
C -2.72 0.96 1.42
C -1.92 1.46 0.25
C -0.85 0.76 -0.32
C 0.76 0.29 -1.81
C 2.37 0.01 -1.80
C 2.03 -1.12 -0.71
C -0.41 -0.77 -0.07
C 0.20 -1.07 1.46
H -4.72 0.02 0.93
H -2.38 1.25 2.56
H -2.54 -0.20 1.36
H -1.61 2.67 0.25
H 0.48 0.01 -2.81
H 2.67 1.00 -1.45
H 3.00 -0.26 -2.79
H -1.26 -1.25 -0.35
H -0.57 -1.16 2.10
H 0.88 -2.08 1.37
H 2.33 -0.89 1.76
N 0.69 -0.83 -1.02
O -3.97 1.29 1.32
O 0.18 1.36 -1.18
O 2.65 -1.99 -0.02
O 1.42 -0.21 1.59
```

The calculation puts the energy above the lowest of the compared OMol25 structures with the same formula, charge and spin at 219.3 kcal per mole. For the HOMO energy, the calculation gives -9.2 eV. The charge is 0.

These are the Löwdin partial charges, in e, on atoms 1 to 2: atom 1 (C): -0.497, atom 2 (C): -0.024